Record 1
This record from the OMol25 dataset describes C42H40As2N2O3SV as an isolated structure. The level of theory is wB97M-V/def2-TZVPD.

The total energy comes out at -7773.185257 a.u. The calculation puts the HOMO-LUMO gap (alpha / beta) at 7.5239 / 7.2164 eV. As for the net charge: +1. Its expectation value of S² is 2.027. Its energy above the lowest of the compared OMol25 structures with the same formula, charge and spin is 67.3 kcal per mole. Its multiplicity is 3.

Cartesian coordinates (Å):
V1 0.133 0.070 0.314
O1 4.060 -1.494 -0.597
C1 4.173 -2.035 0.631
C2 5.190 -2.975 0.806
C3 5.369 -3.594 2.024
C4 4.533 -3.305 3.099
C5 3.519 -2.389 2.942
C6 3.322 -1.734 1.718
C7 2.190 -0.813 1.587
O2 1.993 -0.136 0.464
N1 1.341 -0.656 2.571
N2 0.372 0.220 2.153
C8 -0.043 1.153 2.957
C9 -0.534 2.395 2.455
C10 -0.857 3.422 3.363
C11 -1.025 4.717 2.943
C12 -0.864 5.028 1.589
C13 -0.600 4.039 0.670
C14 -0.451 2.703 1.065
O3 -0.179 1.786 0.151
H1 3.403 -0.782 -0.567
H2 5.823 -3.194 -0.044
H3 6.180 -4.301 2.140
H4 4.673 -3.806 4.047
H5 2.857 -2.135 3.759
H6 0.182 1.057 4.017
H7 -0.949 3.172 4.413
H8 -1.259 5.493 3.658
H9 -0.947 6.055 1.259
H10 -0.494 4.271 -0.382
C15 -0.610 -3.170 2.771
C16 -1.748 -2.504 2.629
As1 -1.614 -1.527 -0.532
C17 -3.278 -2.521 -0.259
C18 -4.476 -1.827 -0.146
C19 -5.670 -2.527 -0.060
C20 -5.675 -3.914 -0.091
C21 -4.479 -4.605 -0.221
C22 -3.286 -3.907 -0.310
C23 -1.905 -1.303 -2.451
C24 -1.810 -2.370 -3.337
C25 -1.997 -2.162 -4.693
C26 -2.317 -0.896 -5.168
C27 -2.464 0.159 -4.282
C28 -2.239 -0.041 -2.928
As2 0.550 -2.689 -0.277
C29 0.860 -4.638 -0.345
C30 -0.008 -5.681 -0.056
C31 0.471 -6.978 0.070
C32 1.822 -7.245 -0.072
C33 2.701 -6.205 -0.346
C34 2.225 -4.911 -0.466
C35 1.086 -2.171 -2.092
C36 1.038 -0.818 -2.430
C37 1.386 -0.373 -3.691
C38 1.809 -1.285 -4.646
C39 1.868 -2.632 -4.327
C40 1.504 -3.074 -3.063
H11 -0.534 -4.224 2.527
H12 0.275 -2.706 3.183
H13 -1.844 -1.460 2.908
H14 -2.652 -2.997 2.295
H15 -4.476 -0.745 -0.147
H16 -6.604 -1.986 0.022
H17 -6.609 -4.456 -0.030
H18 -4.474 -5.686 -0.262
H19 -2.350 -4.430 -0.437
H20 -1.571 -3.362 -2.969
H21 -1.890 -2.991 -5.380
H22 -2.450 -0.731 -6.229
H23 -2.747 1.140 -4.641
H24 -2.321 0.788 -2.234
H25 -1.063 -5.503 0.080
H26 -0.219 -7.781 0.291
H27 2.192 -8.256 0.038
H28 3.760 -6.397 -0.452
H29 2.918 -4.100 -0.657
H30 0.719 -0.055 -1.706
H31 1.339 0.685 -3.917
H32 2.095 -0.942 -5.631
H33 2.206 -3.350 -5.062
H34 1.546 -4.130 -2.832
C41 -3.614 3.073 -0.508
S1 -3.325 1.521 0.377
C42 -4.757 1.547 1.486
H35 -3.634 3.894 0.205
H36 -4.553 3.014 -1.055
H37 -2.786 3.211 -1.199
H38 -5.677 1.580 0.906
H39 -4.694 2.411 2.145
H40 -4.721 0.635 2.079

---

Record 2
This record from the OMol25 dataset describes C42H40AsF6N5O4PPt as an isolated structure. The level of theory is wB97M-V/def2-TZVPD.

The total energy comes out at -5494.534638 a.u. The calculation puts the HOMO-LUMO gap (alpha / beta) at 5.0820 / 5.1256 eV. As for the net charge: +2. Its expectation value of S² is 0.772. Its energy above the lowest of the compared OMol25 structures with the same formula, charge and spin is 0.0 kcal per mole. Its multiplicity is 2.

Cartesian coordinates (Å):
Pt1 0.881 0.168 1.379
C1 0.942 3.325 -0.829
C2 -0.130 3.691 0.141
C3 -0.963 4.765 -0.142
C4 -1.882 5.229 0.779
C5 -1.979 4.634 2.033
C6 -1.138 3.604 2.395
C7 -1.257 3.059 3.795
C8 -0.211 3.109 1.426
N1 0.700 2.115 1.816
C9 1.507 2.473 2.938
O1 1.709 3.601 3.278
C10 2.143 1.314 3.623
C11 2.823 1.386 4.820
C12 3.347 0.212 5.349
C13 3.176 -0.987 4.672
C14 2.503 -0.978 3.466
N2 2.023 0.158 2.976
C15 2.258 -2.183 2.628
O2 2.533 -3.287 3.033
N3 1.679 -1.911 1.392
C16 1.997 -2.834 0.440
C17 3.360 -3.333 0.274
C18 4.550 -2.770 0.985
C19 3.577 -4.304 -0.683
C20 2.547 -4.774 -1.477
C21 1.226 -4.309 -1.306
C22 0.940 -3.365 -0.368
C23 -0.465 -3.042 0.016
H1 0.778 3.822 -1.784
H2 1.017 2.255 -0.995
H3 1.912 3.653 -0.449
H4 -0.874 5.247 -1.106
H5 -2.521 6.067 0.533
H6 -2.700 5.008 2.749
H7 -2.287 3.147 4.139
H8 -0.634 3.634 4.480
H9 -0.965 2.009 3.874
H10 2.929 2.347 5.303
H11 3.884 0.234 6.288
H12 3.552 -1.930 5.044
H13 4.376 -1.772 1.376
H14 5.379 -2.699 0.283
H15 4.845 -3.434 1.799
H16 4.585 -4.662 -0.843
H17 2.751 -5.526 -2.229
H18 0.425 -4.754 -1.881
H19 -1.175 -3.480 -0.679
H20 -0.610 -1.966 0.057
H21 -0.669 -3.432 1.017
O3 -0.521 0.411 -0.157
As1 -1.277 -0.082 -1.622
C24 -1.628 1.502 -2.620
C25 -1.126 1.656 -3.909
C26 -1.501 2.763 -4.658
C27 -2.388 3.691 -4.132
C28 -2.896 3.527 -2.848
C29 -2.511 2.437 -2.086
C30 -0.355 -1.321 -2.744
C31 -1.029 -2.485 -3.112
C32 -0.428 -3.370 -3.994
C33 0.836 -3.093 -4.500
C34 1.495 -1.925 -4.144
C35 0.899 -1.025 -3.274
C36 -3.027 -0.790 -1.245
C37 -4.026 -0.521 -2.178
C38 -5.301 -1.036 -1.996
C39 -5.585 -1.817 -0.885
C40 -4.591 -2.086 0.048
C41 -3.314 -1.575 -0.130
H22 -0.459 0.920 -4.336
H23 -1.110 2.890 -5.658
H24 -2.692 4.542 -4.726
H25 -3.594 4.249 -2.444
H26 -2.913 2.313 -1.087
H27 -2.020 -2.697 -2.730
H28 -0.950 -4.270 -4.291
H29 1.303 -3.786 -5.188
H30 2.477 -1.703 -4.542
H31 1.419 -0.118 -3.015
H32 -3.818 0.082 -3.053
H33 -6.071 -0.827 -2.725
H34 -6.578 -2.222 -0.748
H35 -4.807 -2.706 0.908
H36 -2.552 -1.792 0.605
F1 2.017 0.390 -0.937
P1 3.687 0.488 -0.812
F2 5.248 0.513 -0.580
F3 3.562 2.068 -0.646
F4 3.419 0.337 0.835
F5 3.785 0.623 -2.397
F6 3.702 -1.123 -0.942
N4 -2.397 -0.848 3.788
C42 -1.715 -0.291 2.789
N5 -2.254 0.660 2.039
O4 -0.514 -0.713 2.617
H37 -3.347 -0.591 3.997
H38 -1.941 -1.535 4.366
H39 -3.237 0.867 2.109
H40 -1.764 0.884 1.171

---

Record 3
This record from the OMol25 dataset describes C42H40IN2PPt as an isolated structure. The level of theory is wB97M-V/def2-TZVPD.

The total energy comes out at -2490.818877 a.u. The calculation puts the HOMO-LUMO gap (alpha / beta) at 6.9033 / 4.1023 eV. As for the net charge: +4. Its expectation value of S² is 6.055. Its energy above the lowest of the compared OMol25 structures with the same formula, charge and spin is 0.0 kcal per mole. Its multiplicity is 5.

Cartesian coordinates (Å):
Pt1 -0.270 0.558 -0.440
C1 -3.380 -1.308 1.562
C2 -4.028 -0.597 0.435
C3 -5.282 -1.121 -0.095
C4 -5.933 -0.536 -1.159
C5 -5.364 0.580 -1.722
C6 -4.105 1.132 -1.233
C7 -3.544 2.323 -1.915
C8 -3.480 0.542 -0.136
N1 -2.257 1.124 0.346
C9 -2.232 1.990 1.291
C10 -3.404 2.395 2.113
C11 -0.908 2.702 1.496
C12 -0.817 3.842 2.450
N2 0.056 2.313 0.762
C13 1.294 3.012 0.596
C14 2.393 2.708 1.409
C15 2.316 1.692 2.518
C16 3.560 3.418 1.195
C17 3.636 4.389 0.209
C18 2.534 4.664 -0.588
C19 1.344 3.982 -0.416
C20 0.155 4.309 -1.294
H1 -4.066 -1.999 2.048
H2 -2.983 -0.619 2.309
H3 -2.539 -1.896 1.168
H4 -5.723 -1.986 0.390
H5 -6.870 -0.933 -1.527
H6 -5.858 1.079 -2.549
H7 -3.886 2.383 -2.948
H8 -2.456 2.333 -1.884
H9 -3.899 3.237 -1.418
H10 -4.293 1.817 1.882
H11 -3.631 3.455 1.971
H12 -3.168 2.281 3.176
H13 -1.597 4.584 2.265
H14 0.154 4.325 2.394
H15 -0.969 3.475 3.471
H16 1.501 0.988 2.383
H17 2.178 2.183 3.485
H18 3.248 1.131 2.591
H19 4.417 3.223 1.830
H20 4.558 4.937 0.063
H21 2.590 5.435 -1.347
H22 0.471 4.456 -2.328
H23 -0.315 5.245 -0.984
H24 -0.615 3.532 -1.277
I1 1.070 0.908 -2.791
C21 2.863 -0.175 -2.740
C22 3.842 0.458 -3.518
C23 5.026 -0.181 -3.808
C24 5.216 -1.489 -3.342
C25 4.240 -2.137 -2.567
C26 4.474 -3.475 -2.217
C27 3.527 -4.194 -1.491
C28 2.389 -3.544 -1.064
C29 2.145 -2.176 -1.317
P1 0.728 -1.564 -0.289
C30 -0.619 -2.700 -0.688
C31 -0.863 -3.828 0.101
C32 -1.866 -4.716 -0.262
C33 -2.633 -4.477 -1.397
C34 -2.408 -3.343 -2.173
C35 -1.401 -2.454 -1.823
C36 1.202 -1.850 1.426
C37 2.409 -2.415 1.842
C38 2.642 -2.632 3.193
C39 1.678 -2.298 4.132
C40 0.479 -1.720 3.727
C41 0.247 -1.486 2.384
C42 3.031 -1.468 -2.172
H25 3.665 1.446 -3.926
H26 5.776 0.310 -4.415
H27 6.132 -2.021 -3.576
H28 5.390 -3.952 -2.551
H29 3.688 -5.236 -1.244
H30 1.667 -4.112 -0.491
H31 -0.288 -4.005 1.004
H32 -2.044 -5.600 0.339
H33 -3.402 -5.185 -1.686
H34 -3.001 -3.166 -3.061
H35 -1.211 -1.586 -2.445
H36 3.179 -2.674 1.128
H37 3.580 -3.066 3.515
H38 1.859 -2.490 5.182
H39 -0.263 -1.450 4.468
H40 -0.681 -1.030 2.065